1.
{"formula": "C34H35BrCdN10O7", "method": "ωB97M-V/def2-TZVPD", "symbols": ["Cd", "O", "C", "N", "C", "C", "C", "C", "C", "C", "N", "C", "C", "C", "C", "C", "N", "H", "H", "H", "H", "H", "H", "H", "H", "H", "H", "O", "C", "O", "C", "C", "C", "N", "C", "C", "C", "O", "O", "H", "H", "H", "C", "C", "N", "C", "C", "N", "H", "H", "H", "H", "H", "H", "C", "N", "C", "C", "N", "N", "C", "C", "H", "H", "H", "H", "H", "H", "H", "H", "H", "H", "H", "H", "H", "Br", "C", "C", "N", "C", "C", "C", "C", "O", "O", "H", "H", "H"], "coordinates": [[-0.7555, -0.0293, 0.1064], [-4.4804, 1.9219, -0.5369], [-3.4437, 1.4217, -0.0656], [-2.8268, 0.3150, -0.4658], [-3.3301, -0.2788, -1.6793], [-2.2510, -0.4884, -2.7138], [-2.6080, -0.7928, -4.0261], [-1.6214, -0.9155, -4.9824], [-0.3009, -0.7083, -4.6086], [-0.0268, -0.4124, -3.2845], [-0.9802, -0.3281, -2.3550], [-2.7682, 2.1516, 1.0867], [-3.3066, 3.3527, 1.5329], [-2.6402, 4.0614, 2.5169], [-1.4755, 3.5332, 3.0544], [-1.0296, 2.3118, 2.5781], [-1.6510, 1.6475, 1.6113], [-3.8000, -1.2501, -1.4796], [-4.0978, 0.3729, -2.1091], [-3.6548, -0.9126, -4.2765], [-1.8762, -1.1525, -6.0089], [0.5020, -0.7769, -5.3305], [0.9860, -0.2312, -2.9477], [-4.2215, 3.7067, 1.0810], [-3.0144, 5.0191, 2.8569], [-0.9180, 4.0562, 3.8189], [-0.1302, 1.8490, 2.9713], [2.4767, 5.9827, -2.2254], [2.4325, 5.6191, -1.0327], [2.9128, 6.1370, -0.0088], [1.6461, 4.2966, -0.8168], [0.4764, 4.0637, -1.5369], [-0.1879, 2.8624, -1.3807], [0.2747, 1.8825, -0.6073], [1.4130, 2.0753, 0.0642], [2.1022, 3.2792, 0.0126], [1.9576, 0.8771, 0.8568], [3.0441, 1.0178, 1.4194], [1.2603, -0.1961, 0.8521], [0.1149, 4.8205, -2.2197], [-1.1211, 2.6611, -1.9003], [2.9899, 3.4139, 0.6147], [-3.3138, -3.5367, 0.0826], [-1.8992, -3.6329, -0.3777], [-1.4754, -3.4229, -1.6080], [-0.1135, -3.5981, -1.5621], [0.2677, -3.9324, -0.2932], [-0.8826, -3.9748, 0.4446], [-3.5088, -2.5341, 0.4733], [-3.5041, -4.2547, 0.8805], [-3.9892, -3.7244, -0.7503], [0.4844, -3.5056, -2.4554], [1.2261, -4.1491, 0.1442], [-0.9450, -4.0227, 1.4719], [3.7209, -2.3464, 0.3658], [4.5566, -1.4609, -0.4114], [5.8057, -2.0564, -0.8341], [3.9234, -0.5782, -1.2939], [2.7201, -0.6530, -1.7093], [4.7597, 0.4289, -1.7804], [4.1380, 1.3308, -2.7368], [5.5508, 1.1520, -0.7842], [4.2692, -2.6379, 1.2644], [3.4540, -3.2577, -0.1936], [2.8156, -1.8244, 0.6741], [5.6359, -3.0396, -1.3005], [6.4647, -2.2036, 0.0276], [6.3001, -1.4105, -1.5545], [2.2009, -1.4447, -1.3417], [3.6615, 0.7507, -3.5240], [4.9143, 1.9633, -3.1701], [3.3805, 1.9725, -2.2742], [5.9130, 0.4670, -0.0249], [4.9483, 1.9169, -0.2837], [6.3970, 1.6307, -1.2832], [-4.8146, -2.6569, 7.3954], [-4.2209, -1.8184, 5.7808], [-4.8323, -0.6451, 5.3760], [-4.4724, -0.0172, 4.2629], [-3.5007, -0.5537, 3.5270], [-2.8277, -1.7224, 3.8710], [-3.2024, -2.3770, 5.0336], [-1.7493, -2.2935, 2.9394], [-1.3875, -3.4669, 3.1965], [-1.3724, -1.5595, 2.0059], [-5.6317, -0.2003, 5.9584], [-3.2343, -0.0468, 2.6108], [-2.7013, -3.2899, 5.3253]], "atomic_forces_ev_per_a": [[-0.12, -0.59, 0.22], [0.09, 0.05, 0.10], [-0.13, -0.22, -0.12], [-0.35, 0.10, -0.12], [-0.10, 0.06, 0.19], [0.04, 0.07, -0.08], [0.01, 0.03, -0.02], [-0.05, -0.01, 0.07], [0.03, -0.03, 0.00], [0.02, -0.06, -0.17], [-0.24, -0.07, -0.10], [-0.02, 0.16, 0.11], [-0.04, 0.03, -0.02], [0.07, -0.09, 0.01], [-0.06, 0.00, 0.00], [0.11, 0.00, 0.08], [-0.23, 0.16, 0.03], [0.01, 0.00, -0.03], [-0.03, -0.09, -0.05], [0.00, -0.02, 0.01], [0.00, 0.00, 0.00], [0.03, 0.03, 0.04], [0.08, -0.02, 0.07], [0.01, -0.02, -0.04], [-0.03, -0.01, 0.01], [0.02, -0.01, 0.00], [0.01, 0.02, -0.03], [-0.02, 0.08, 0.02], [-0.15, -0.23, 0.07], [0.05, -0.04, 0.03], [0.09, 0.15, -0.23], [0.05, -0.03, 0.04], [-0.04, 0.08, -0.02], [0.50, 0.44, -0.04], [0.05, -0.05, -0.06], [0.00, 0.02, 0.11], [0.21, 0.12, 0.02], [-0.10, -0.05, -0.10], [0.08, 0.07, 0.24], [0.00, -0.01, -0.01], [0.01, -0.03, 0.02], [0.02, -0.02, -0.04], [0.11, 0.15, 0.10], [-0.02, -0.23, -0.18], [-0.22, 0.04, -0.01], [-0.04, -0.11, 0.03], [0.14, -0.05, -0.06], [0.02, -0.05, 0.16], [-0.03, -0.02, 0.04], [-0.05, 0.01, 0.01], [0.02, -0.02, -0.02], [0.08, 0.06, 0.08], [0.03, 0.05, -0.01], [0.00, 0.20, -0.10], [-0.02, 0.10, -0.01], [-0.06, 0.08, -0.02], [-0.03, 0.05, 0.08], [0.13, -0.23, -0.26], [-0.13, 0.15, 0.01], [-0.05, 0.03, 0.18], [0.02, -0.06, -0.08], [-0.03, 0.02, -0.08], [-0.03, -0.06, -0.01], [0.00, -0.01, 0.00], [0.01, -0.01, 0.06], [0.01, 0.01, -0.02], [0.01, -0.01, -0.02], [0.03, 0.00, 0.01], [0.22, -0.10, 0.07], [-0.01, 0.04, -0.01], [0.01, 0.00, 0.02], [-0.01, -0.02, 0.01], [0.03, 0.01, 0.03], [0.01, -0.02, 0.01], [-0.01, -0.01, 0.02], [0.06, 0.05, -0.11], [-0.04, -0.06, 0.18], [0.05, 0.00, -0.02], [-0.14, 0.07, -0.05], [0.02, -0.06, 0.09], [0.06, 0.04, -0.25], [0.02, 0.03, 0.02], [-0.07, -0.09, 0.13], [0.01, -0.02, -0.16], [-0.08, 0.09, 0.02], [0.02, -0.03, 0.03], [0.05, 0.01, -0.04], [-0.01, -0.02, -0.07]], "de_lowest_ev": 1.063, "spin_multiplicity": 1, "charge": -2, "total_energy_ev": -139673.0291, "orbital_gap_ha": 0.2502}


2.
{"formula": "C34H35BrCrN4O4S4", "method": "ωB97M-V/def2-TZVPD", "symbols": ["Cr", "C", "C", "S", "C", "C", "S", "C", "C", "S", "H", "H", "H", "H", "H", "H", "H", "H", "H", "H", "H", "H", "C", "C", "C", "C", "C", "C", "C", "S", "O", "O", "N", "C", "C", "C", "C", "C", "C", "C", "C", "N", "C", "H", "H", "H", "H", "H", "H", "H", "H", "H", "H", "H", "H", "H", "N", "C", "C", "C", "C", "C", "N", "H", "H", "H", "H", "H", "H", "Br", "C", "C", "C", "C", "C", "C", "C", "O", "O", "H", "H", "H", "H"], "coordinates": [[0.8325, 0.1382, 0.0163], [-1.1111, 5.1261, -0.7344], [0.0414, 4.3682, -0.0622], [-0.5191, 2.8026, 0.6684], [-1.2744, 3.3169, 2.2587], [-2.8091, 3.0962, 2.3439], [-3.4533, 1.7725, 1.2662], [-4.2311, 2.6562, -0.1434], [-3.7094, 4.0194, -0.5880], [-2.2457, 4.0585, -1.6936], [-0.7110, 5.8616, -1.4320], [-1.7145, 5.6562, 0.0010], [0.5335, 4.9849, 0.6917], [0.7786, 4.0520, -0.7941], [-1.0204, 4.3661, 2.4063], [-0.7705, 2.7376, 3.0318], [-3.3543, 4.0096, 2.1183], [-3.0831, 2.7972, 3.3543], [-5.2801, 2.7740, 0.1286], [-4.1728, 1.9337, -0.9582], [-3.4832, 4.6594, 0.2612], [-4.5055, 4.5014, -1.1544], [5.7645, 3.8391, 4.8878], [5.2752, 3.2453, 3.5977], [5.4822, 1.8999, 3.3002], [4.9889, 1.3411, 2.1314], [4.2849, 2.1415, 1.2452], [4.0868, 3.4907, 1.5080], [4.5889, 4.0363, 2.6744], [3.4436, 1.4436, -0.1566], [4.3075, 1.2735, -1.2809], [2.2393, 2.2442, -0.3241], [2.7760, 0.0466, 0.3576], [3.3606, -1.2063, 0.1622], [4.6975, -1.5024, 0.0089], [5.1089, -2.8417, -0.1010], [4.2136, -3.8742, -0.0328], [2.8336, -3.6004, 0.0767], [1.8255, -4.5866, 0.1212], [0.5133, -4.2000, 0.1283], [0.1877, -2.8394, 0.0644], [1.0987, -1.8827, 0.0783], [2.4129, -2.2551, 0.1146], [6.1653, 3.0729, 5.5484], [4.9545, 4.3592, 5.3994], [6.5537, 4.5685, 4.6986], [6.0315, 1.2781, 3.9962], [5.1388, 0.2878, 1.9282], [3.5315, 4.0924, 0.8001], [4.4401, 5.0886, 2.8822], [5.4225, -0.7032, -0.0561], [6.1610, -3.0561, -0.2323], [4.5452, -4.9031, -0.0785], [2.1052, -5.6325, 0.1396], [-0.2867, -4.9254, 0.1632], [-0.8504, -2.5441, -0.0174], [1.5397, 1.3291, 3.0632], [0.5680, 0.3897, 3.0815], [0.0616, -0.0321, 4.3232], [-1.0525, -0.8295, 4.3716], [-1.6821, -1.1785, 3.1779], [-1.1123, -0.7803, 1.9984], [0.0273, -0.0546, 1.9153], [2.0886, 1.4899, 3.8899], [1.9323, 1.5919, 2.1885], [0.5517, 0.3045, 5.2267], [-1.4499, -1.1573, 5.3228], [-2.5985, -1.7492, 3.1621], [-1.5948, -1.0252, 1.0623], [1.3549, 0.2321, -2.5729], [-0.0669, -0.7464, -3.4508], [0.2084, -1.1375, -4.7489], [-0.7418, -1.8515, -5.4593], [-1.9546, -2.1739, -4.8679], [-2.2097, -1.7788, -3.5678], [-1.2721, -1.0542, -2.8323], [-1.6335, -0.7275, -1.4033], [-2.5849, -1.2840, -0.8811], [-0.9026, 0.1586, -0.8009], [1.1587, -0.8789, -5.1968], [-0.5221, -2.1599, -6.4724], [-2.6950, -2.7387, -5.4178], [-3.1398, -2.0271, -3.0759]], "atomic_forces_ev_per_a": [[-0.95, 0.39, 0.10], [-0.03, -0.30, -0.17], [-0.50, -0.33, 0.10], [0.08, 0.43, 0.42], [-0.12, -0.30, -0.42], [0.10, -0.24, -0.37], [0.14, 0.20, 0.11], [0.11, -0.06, 0.21], [0.22, -0.14, -0.24], [-0.05, 0.22, 0.20], [0.01, 0.07, 0.06], [0.04, 0.07, 0.00], [0.06, 0.01, -0.05], [0.07, 0.06, -0.08], [0.01, 0.01, 0.09], [-0.06, 0.05, 0.04], [0.02, 0.03, 0.09], [0.04, 0.09, 0.06], [-0.03, 0.02, -0.10], [-0.05, 0.04, -0.03], [-0.09, 0.04, -0.02], [-0.07, 0.01, 0.09], [0.07, 0.01, -0.09], [-0.03, -0.01, -0.01], [0.02, 0.02, -0.02], [0.05, -0.07, -0.06], [-0.24, -0.25, -0.05], [-0.05, 0.08, -0.17], [0.08, -0.07, 0.04], [-0.07, 0.47, 0.19], [0.21, -0.14, 0.11], [0.11, 0.01, -0.07], [-0.74, 0.11, -0.52], [0.50, -0.42, -0.02], [-0.43, 0.29, 0.05], [0.04, -0.31, 0.00], [0.17, 0.04, 0.05], [-0.23, 0.27, -0.03], [-0.06, 0.09, -0.02], [0.11, -0.22, -0.01], [-0.01, 0.17, -0.06], [-0.12, -0.49, -0.15], [0.28, -0.13, 0.04], [-0.01, 0.02, 0.03], [0.02, 0.00, 0.04], [-0.01, 0.00, 0.01], [-0.02, 0.00, 0.01], [-0.03, 0.03, 0.07], [-0.03, 0.03, 0.07], [-0.03, 0.00, -0.01], [0.06, -0.05, 0.02], [0.00, 0.02, 0.03], [0.01, 0.01, -0.02], [-0.03, -0.01, -0.02], [-0.01, 0.01, -0.05], [0.07, -0.05, 0.06], [-0.01, -0.35, 0.08], [-0.36, 0.09, -0.14], [-0.12, -0.19, 0.07], [0.15, 0.12, 0.00], [-0.03, -0.06, -0.12], [-0.19, -0.18, 0.05], [0.34, 0.37, 0.63], [-0.01, 0.00, -0.05], [0.28, 0.30, -0.42], [0.00, 0.02, -0.01], [0.00, 0.02, 0.02], [0.00, 0.01, -0.03], [0.00, 0.11, 0.08], [-0.04, -0.12, -0.51], [0.12, 0.09, 0.25], [0.19, 0.15, 0.04], [-0.02, -0.02, 0.00], [0.00, 0.00, -0.02], [0.02, -0.01, 0.01], [0.08, 0.01, 0.22], [-0.51, -0.37, -0.46], [0.24, 0.17, -0.03], [1.31, 0.03, 0.84], [-0.02, -0.04, -0.02], [-0.02, 0.01, -0.01], [-0.01, 0.02, 0.00], [-0.01, -0.01, -0.01]], "s_squared": 0.77, "de_lowest_ev": 1.345, "spin_multiplicity": 2, "charge": 1, "total_energy_ev": -191777.3376, "orbital_gap_ha": [0.2112, 0.2328]}


3.
{"formula": "C34H35BrF4MnN5O3PS2", "method": "ωB97M-V/def2-TZVPD", "symbols": ["Mn", "F", "C", "C", "F", "C", "F", "C", "P", "C", "C", "C", "C", "C", "C", "C", "C", "C", "C", "C", "C", "C", "Br", "C", "F", "H", "H", "H", "H", "H", "H", "H", "H", "H", "H", "C", "C", "N", "C", "S", "N", "C", "C", "H", "H", "H", "H", "H", "H", "H", "H", "H", "H", "H", "H", "C", "O", "H", "H", "H", "S", "C", "N", "C", "C", "C", "C", "H", "H", "H", "H", "H", "C", "N", "C", "C", "C", "O", "N", "C", "O", "H", "H", "H", "H", "H"], "coordinates": [[-0.9472, -0.7067, 0.4889], [0.7260, 0.4832, -7.4262], [0.6293, 0.5078, -6.1029], [1.6695, 1.0108, -5.3288], [2.7814, 1.4716, -5.8980], [1.5570, 1.0001, -3.9451], [2.5975, 1.4820, -3.2605], [0.4496, 0.4816, -3.2746], [0.4801, 0.4034, -1.4244], [1.1640, 2.0418, -1.0240], [2.0332, 2.1803, 0.0567], [2.5342, 3.4284, 0.3800], [2.1614, 4.5411, -0.3560], [1.2608, 4.4120, -1.4005], [0.7536, 3.1695, -1.7315], [1.9136, -0.7620, -1.3993], [3.2667, -0.4371, -1.3587], [4.2158, -1.4465, -1.3938], [3.8352, -2.7774, -1.4678], [2.4886, -3.1076, -1.4972], [1.5361, -2.1056, -1.4692], [-0.5681, -0.0431, -4.0694], [-2.0584, -0.9201, -3.3476], [-0.4918, -0.0069, -5.4607], [-1.4859, -0.5090, -6.1909], [2.3168, 1.3144, 0.6418], [3.2178, 3.5383, 1.2069], [2.5723, 5.5094, -0.1201], [0.9552, 5.2802, -1.9638], [0.0348, 3.0667, -2.5308], [3.5942, 0.5897, -1.3181], [5.2636, -1.1885, -1.3727], [4.5864, -3.5511, -1.5072], [2.1710, -4.1388, -1.5307], [0.4813, -2.3607, -1.4888], [0.0048, -3.9944, 4.8659], [0.3006, -2.5144, 4.6530], [1.5147, -2.2966, 3.8933], [1.5526, -2.1861, 2.5734], [0.1808, -2.5361, 1.6230], [2.6870, -1.8644, 1.9368], [4.0274, -2.0210, 2.4733], [4.4288, -3.4925, 2.4606], [-0.8762, -4.0918, 5.4932], [0.8338, -4.4929, 5.3625], [-0.1862, -4.4856, 3.9163], [0.4247, -2.0164, 5.6152], [-0.5228, -2.0464, 4.1070], [2.3605, -2.1427, 4.4219], [2.6275, -1.9378, 0.9271], [4.0748, -1.6140, 3.4869], [4.6985, -1.4312, 1.8449], [3.7495, -4.0713, 3.0811], [5.4400, -3.6178, 2.8302], [4.3781, -3.8763, 1.4458], [-2.2475, -3.1378, -0.4134], [-1.5438, -1.9698, -0.5649], [-1.5916, -4.0071, -0.5837], [-3.0765, -3.1610, -1.1332], [-2.6567, -3.2111, 0.6070], [-0.1803, 0.7039, 2.2465], [-1.4267, 1.8472, 2.4348], [-1.7376, 2.6497, 1.3861], [-2.7389, 3.5455, 1.4219], [-3.4757, 3.7085, 2.5619], [-3.1525, 2.9444, 3.6988], [-2.1295, 2.0338, 3.6396], [-1.2273, 2.4809, 0.5164], [-2.9122, 4.1206, 0.5246], [-4.2754, 4.4296, 2.5881], [-3.7116, 3.0710, 4.6126], [-1.8587, 1.4279, 4.4901], [-4.6936, 2.2701, -2.9061], [-4.2722, 1.5934, -1.6986], [-5.2104, 1.0647, -0.8791], [-4.8978, 0.3437, 0.2195], [-3.5092, 0.1045, 0.4680], [-3.0364, -0.6112, 1.3838], [-2.6015, 0.7281, -0.3144], [-2.9120, 1.4504, -1.4014], [-2.0444, 1.9849, -2.0862], [-5.4317, 3.0373, -2.6729], [-5.1384, 1.5569, -3.6031], [-3.8217, 2.7235, -3.3713], [-6.2399, 1.2436, -1.1572], [-5.6426, -0.0877, 0.8595]], "atomic_forces_ev_per_a": [[-1.16, 0.36, 0.77], [-0.04, 0.06, 0.16], [0.01, -0.05, 0.27], [-0.15, -0.10, 0.06], [-0.22, -0.02, 0.00], [-0.10, -0.08, -0.16], [0.09, 0.08, -0.22], [-0.23, 0.07, -0.09], [0.95, -0.10, -0.75], [-0.23, -0.10, 0.27], [-0.10, -0.04, -0.10], [0.05, 0.07, 0.06], [0.00, 0.02, -0.01], [-0.02, 0.07, 0.00], [-0.06, -0.13, 0.06], [-0.12, 0.04, 0.28], [-0.03, -0.06, 0.09], [0.12, 0.03, 0.03], [-0.04, -0.07, 0.05], [0.07, -0.04, -0.04], [-0.11, 0.11, -0.03], [0.01, 0.07, -0.37], [-0.06, -0.08, -0.14], [0.13, -0.02, 0.25], [0.18, 0.08, -0.12], [0.03, 0.02, -0.01], [0.10, -0.02, 0.10], [0.04, 0.13, 0.08], [-0.02, 0.10, -0.06], [0.00, 0.02, -0.07], [-0.03, 0.06, 0.05], [0.13, 0.03, -0.02], [0.08, -0.10, 0.01], [0.02, -0.11, -0.06], [0.08, -0.02, -0.01], [0.05, 0.24, 0.02], [-0.57, -0.33, 0.24], [0.45, 0.24, -0.27], [0.60, 0.43, -0.01], [-0.81, -0.31, -0.49], [-0.23, -0.02, -0.03], [0.20, -0.15, 0.17], [-0.03, 0.25, 0.02], [-0.12, -0.08, 0.06], [0.08, -0.06, 0.05], [-0.02, -0.06, -0.09], [-0.01, 0.08, -0.07], [0.13, 0.05, 0.19], [0.02, -0.05, -0.11], [-0.13, 0.04, 0.03], [0.06, 0.11, -0.11], [-0.09, 0.01, 0.14], [-0.03, -0.14, 0.07], [0.16, -0.06, 0.08], [0.01, -0.08, -0.12], [-0.44, -0.87, 0.67], [0.61, 0.57, -0.91], [-0.19, 0.11, -0.01], [0.07, -0.07, 0.11], [-0.10, -0.13, -0.25], [0.65, -0.41, 0.08], [-0.26, 0.54, -0.14], [0.06, -0.15, 0.51], [-0.17, 0.22, 0.08], [0.10, -0.09, 0.20], [0.04, 0.19, -0.44], [0.13, -0.03, -0.34], [-0.13, 0.13, 0.13], [0.04, -0.06, -0.09], [-0.06, 0.05, -0.04], [-0.06, 0.03, 0.08], [0.00, -0.07, -0.03], [-0.02, 0.18, -0.48], [0.25, 0.03, 0.04], [-0.12, -0.37, 0.52], [-0.12, -0.06, -0.10], [0.26, 0.50, -0.08], [0.22, -0.32, 0.12], [0.30, -0.80, 0.35], [-0.04, 0.07, 0.00], [0.03, 0.42, -0.17], [0.05, 0.03, 0.01], [0.06, 0.03, 0.01], [-0.07, -0.02, 0.05], [-0.01, 0.06, -0.08], [-0.21, -0.06, 0.07]], "s_squared": 6.08, "de_lowest_ev": 0.659, "spin_multiplicity": 5, "charge": 1, "total_energy_ev": -192608.0687, "orbital_gap_ha": [0.2563, 0.3027]}